Below is a 2-piece molecular cluster, C2H4NO2 overall, with properties calculated with ωB97M-V with the def2-TZVPD basis set.

The geometry in XYZ format:
```
9
Properties=species:S:1:pos:R:3
O -1.190 -0.399 0.793
C -0.829 -1.147 -0.137
N 0.409 -1.420 -0.500
C 0.712 1.641 0.486
O 0.768 2.330 1.472
H -1.633 -1.653 -0.740
H 0.370 -1.981 -1.347
H 0.408 2.053 -0.501
H 0.985 0.577 0.473
```

Charge   -1
Relative energy (zero: lowest compared OMol25 entry of this formula, charge and spin)   1.677 eV
Orbital gap   8.0486 eV